(1)
The following is a quantum chemistry calculation of a structure of composition C20H20N2V in a non-equilibrium geometry, from the Open Molecules 2025 dataset.

Cartesian coordinates (Å):
C1 -3.31 -0.79 0.68
C2 -2.93 -1.71 -0.34
C3 -2.35 -0.97 -1.41
C4 -2.38 0.42 -1.06
C5 -2.96 0.53 0.25
V1 -1.12 -0.66 0.41
C6 -0.11 -2.63 0.11
C7 -0.80 -2.62 1.33
C8 -1.38 -3.35 2.30
N1 -1.07 -0.73 2.10
H1 -2.01 -1.38 -2.36
H2 -3.10 -2.79 -0.33
H3 -2.10 1.25 -1.70
H4 -3.18 1.45 0.78
H5 -3.84 -1.04 1.60
H6 -0.54 -3.13 -0.77
H7 -0.92 -0.58 3.09
H8 0.98 -2.61 0.10
H9 -1.27 -4.43 2.37
H10 -2.02 -2.87 3.05
C9 1.07 4.28 1.65
C10 -0.08 3.55 1.97
C11 -0.33 2.32 1.37
C12 0.59 1.78 0.42
C13 1.69 2.57 0.05
C14 1.96 3.78 0.69
N2 0.37 0.52 -0.14
C15 1.33 -0.06 -1.00
C16 0.93 -0.55 -2.27
C17 1.87 -1.11 -3.13
C18 3.22 -1.15 -2.77
C19 3.62 -0.67 -1.52
C20 2.69 -0.15 -0.63
H11 1.27 5.23 2.14
H12 -0.80 3.94 2.69
H13 -1.23 1.75 1.63
H14 2.38 2.22 -0.73
H15 2.86 4.34 0.42
H16 -0.12 -0.48 -2.55
H17 1.53 -1.50 -4.09
H18 3.95 -1.55 -3.47
H19 4.68 -0.70 -1.23
H20 3.00 0.24 0.34

Summary:
Multiplicity   2

(2)
The following is a quantum chemistry calculation of the molecule C5H3NO2 in a non-equilibrium geometry, from the Open Molecules 2025 dataset.

Cartesian coordinates (Å):
C1 0.92 1.22 -0.23
C2 1.34 -0.19 -0.07
C3 0.49 -1.00 0.69
C4 -0.88 -1.11 0.24
C5 -1.68 -0.14 -0.27
H1 1.39 1.96 -0.83
H2 1.00 -1.74 1.06
H3 -1.46 -1.96 0.55
N1 -3.02 0.23 -0.49
O1 0.17 1.54 0.74
O2 2.21 -0.60 -0.69

Summary:
Energy relative to the best compared isomer or geometry (same formula, charge and spin)   519.5 kJ/mol
SMILES   N#C/C=C\C(=O)C=O

(3)
The following is a quantum chemistry calculation of the molecule C5H8O, from the Open Molecules 2025 dataset.

Cartesian coordinates (Å):
C1 -2.04 -1.34 0.15
C2 1.73 1.06 -1.04
C3 1.27 0.67 0.14
O1 1.70 1.20 1.32
C4 0.32 -0.48 0.26
C5 -0.99 -0.26 0.30
H1 -3.02 -1.07 0.52
H2 -2.13 -1.56 -0.91
H3 -1.68 -2.25 0.61
H4 2.42 1.89 -1.15
H5 1.23 0.68 -1.93
H6 1.79 2.16 1.33
H7 0.78 -1.46 0.16
H8 -1.37 0.75 0.22

Summary:
Energy relative to the best compared isomer or geometry (same formula, charge and spin)   160.5 kJ/mol
SMILES   C=C(O)/C=C/C

(4)
The following is a quantum chemistry calculation of a cluster of 2 separate species, CH3I3Si in total in a non-equilibrium geometry, from the Open Molecules 2025 dataset.

Cartesian coordinates (Å):
C1 -1.54 -0.29 0.07
Si1 1.19 0.15 -0.11
I1 -2.11 -2.08 -0.78
I2 2.53 -0.32 1.85
I3 1.06 2.66 -0.47
H1 -1.73 -0.38 1.10
H2 -1.53 0.66 -0.47
H3 2.13 -0.40 -1.18

Summary:
Energy relative to the best compared isomer or geometry (same formula, charge and spin)   382.8 kJ/mol

(5)
The following is a quantum chemistry calculation of a cluster of 7 separate species, C35H57FNO21 in total in a non-equilibrium geometry, from the Open Molecules 2025 dataset.

Cartesian coordinates (Å):
C1 4.99 -3.75 -0.08
C2 4.86 -2.38 -0.76
C3 4.54 -1.32 0.29
C4 3.79 -0.08 -0.21
C5 4.81 0.97 -0.71
N1 2.91 -0.38 -1.33
C6 1.65 -1.00 -1.00
F1 1.87 -2.20 -0.33
C7 0.70 -0.15 -0.17
C8 -0.27 -1.02 0.66
C9 -1.16 -1.84 -0.24
O1 -2.35 -2.23 0.45
C10 -3.14 -3.02 -0.39
C11 0.97 -1.35 -2.37
O2 1.24 -2.49 -2.84
O3 0.26 -0.45 -2.89
H1 3.99 -4.12 0.13
H2 5.57 -3.66 0.83
H3 5.45 -4.43 -0.80
H4 5.78 -2.12 -1.28
H5 4.06 -2.47 -1.48
H6 5.44 -1.05 0.83
H7 3.90 -1.80 1.03
H8 3.29 0.38 0.64
H9 5.01 0.82 -1.77
H10 5.75 0.83 -0.20
H11 4.47 1.99 -0.52
H12 2.72 0.44 -1.89
H13 1.20 0.51 0.53
H14 0.10 0.50 -0.80
H15 0.27 -1.67 1.33
H16 -0.90 -0.42 1.29
H17 -1.43 -1.26 -1.13
H18 -0.64 -2.74 -0.56
H19 -3.59 -2.43 -1.20
H20 -2.54 -3.82 -0.82
H21 -3.94 -3.49 0.16
C12 -4.16 3.66 0.64
C13 -2.78 3.72 1.25
C14 -1.68 4.11 0.29
O4 -0.54 3.48 0.88
C15 -0.98 2.41 1.59
O5 -0.28 1.57 2.04
O6 -2.33 2.43 1.69
H22 -4.88 3.28 1.37
H23 -4.47 4.65 0.32
H24 -4.18 2.98 -0.21
H25 -2.78 4.38 2.12
H26 -1.53 5.18 0.22
H27 -1.83 3.70 -0.71
C16 -0.44 3.85 7.50
C17 -1.18 3.70 6.20
C18 -0.54 4.40 5.02
O7 -1.68 4.68 4.19
C19 -2.76 4.79 5.00
O8 -3.81 5.22 4.65
O9 -2.46 4.37 6.25
H28 -1.01 3.40 8.32
H29 0.53 3.35 7.45
H30 -0.29 4.90 7.75
H31 -1.37 2.65 5.98
H32 0.17 3.77 4.49
H33 -0.06 5.34 5.29
C20 -5.67 9.72 2.60
C21 -5.53 8.38 1.91
C22 -4.15 7.79 1.95
O10 -4.13 6.99 0.75
C23 -4.99 7.56 -0.13
O11 -5.07 7.27 -1.28
O12 -5.74 8.51 0.48
H34 -6.67 10.13 2.44
H35 -5.50 9.61 3.67
H36 -4.96 10.44 2.20
H37 -6.28 7.68 2.28
H38 -3.98 7.16 2.82
H39 -3.36 8.54 1.88
C24 1.23 -5.22 -3.96
C25 0.07 -5.86 -4.67
C26 -1.15 -6.08 -3.81
O13 -1.78 -7.21 -4.45
C27 -0.80 -7.92 -5.07
O14 -0.95 -9.01 -5.53
O15 0.35 -7.22 -5.09
H40 2.10 -5.18 -4.61
H41 0.98 -4.20 -3.64
H42 1.51 -5.81 -3.08
H43 -0.18 -5.29 -5.57
H44 -1.82 -5.23 -3.79
H45 -0.89 -6.36 -2.79
C28 -4.94 -1.68 -5.52
C29 -5.96 -1.02 -4.62
C30 -5.38 -0.06 -3.61
O16 -6.34 -0.14 -2.54
C31 -6.92 -1.36 -2.60
O17 -7.61 -1.82 -1.75
O18 -6.59 -1.99 -3.76
H46 -5.42 -2.42 -6.16
H47 -4.46 -0.93 -6.16
H48 -4.18 -2.19 -4.94
H49 -6.74 -0.54 -5.21
H50 -5.29 0.96 -3.98
H51 -4.41 -0.39 -3.22
C32 8.51 -6.26 0.66
C33 9.37 -5.04 0.83
C34 9.83 -4.78 2.25
O19 9.99 -3.35 2.25
C35 9.14 -2.84 1.32
O20 8.88 -1.69 1.21
O21 8.63 -3.84 0.55
H52 8.14 -6.32 -0.37
H53 9.07 -7.16 0.88
H54 7.64 -6.21 1.31
H55 10.22 -5.07 0.14
H56 10.77 -5.27 2.50
H57 9.07 -5.04 2.99

Summary:
Total charge   -1

(6)
The following is a quantum chemistry calculation of a cluster of 4 separate species, C40H52F15I3N2O12PSi in total in a non-equilibrium geometry, from the Open Molecules 2025 dataset.

Cartesian coordinates (Å):
C1 5.88 2.18 0.43
C2 4.34 2.39 0.39
C3 3.69 1.13 -0.18
I1 4.12 -0.42 1.33
N1 2.24 0.96 -0.35
C4 1.84 -0.17 -1.06
Si1 3.13 -1.18 -2.16
C5 3.27 -3.02 -1.90
C6 4.97 -0.73 -2.25
C7 2.63 -0.64 -3.91
C8 0.51 -0.51 -1.08
P1 -0.12 -2.18 -1.70
O1 0.82 -2.60 -2.98
I2 0.74 -3.60 0.13
C9 -0.53 0.37 -0.54
C10 -2.00 0.33 -0.65
C11 -2.83 -0.57 -1.57
C12 -3.48 -1.81 -0.96
O2 -2.73 -2.28 0.13
C13 -3.91 -2.88 -1.97
N2 -2.88 -3.82 -2.39
C14 -2.79 1.26 0.05
C15 -4.29 1.28 -0.06
C16 -4.69 2.11 -1.32
C17 -4.88 3.61 -1.11
C18 -5.59 4.33 -2.26
O3 -4.69 4.74 -3.28
C19 -4.46 3.77 -4.28
C20 -2.21 2.25 0.88
I3 -3.26 3.56 2.12
C21 -0.86 2.38 0.89
C22 -0.02 1.50 0.18
C23 1.35 1.76 0.21
C24 1.68 3.08 0.91
O4 1.76 3.17 2.09
C25 1.83 4.34 0.00
F1 2.13 3.98 -1.27
F2 2.83 5.06 0.51
C26 0.60 5.30 -0.09
F3 -0.03 5.42 1.08
F4 1.11 6.52 -0.38
C27 -0.39 5.02 -1.26
F5 -0.55 3.70 -1.45
F6 0.13 5.52 -2.40
C28 -1.78 5.66 -1.02
O5 -2.51 5.16 -0.23
O6 -2.06 6.75 -1.73
H1 6.20 1.37 -0.22
H2 6.36 3.08 0.06
H3 6.23 2.03 1.44
H4 4.06 2.61 1.41
H5 4.22 3.25 -0.25
H6 4.21 0.97 -1.10
H7 3.26 -3.22 -0.84
H8 4.24 -3.37 -2.24
H9 2.53 -3.63 -2.40
H10 5.33 -1.38 -3.04
H11 5.19 0.27 -2.62
H12 5.57 -0.97 -1.39
H13 1.58 -0.38 -3.93
H14 2.75 -1.46 -4.61
H15 3.18 0.24 -4.22
H16 0.45 -2.18 -3.77
H17 -2.39 -0.75 -2.54
H18 -3.68 0.03 -1.87
H19 -4.44 -1.49 -0.55
H20 -2.89 -3.22 0.27
H21 -4.35 -2.41 -2.85
H22 -4.73 -3.42 -1.49
H23 -2.79 -4.61 -1.77
H24 -3.01 -4.15 -3.33
H25 -4.76 1.66 0.84
H26 -4.69 0.30 -0.23
H27 -5.56 1.68 -1.82
H28 -3.86 2.01 -2.02
H29 -5.36 3.83 -0.16
H30 -3.90 4.06 -1.04
H31 -6.38 3.68 -2.64
H32 -6.02 5.24 -1.86
H33 -5.34 3.16 -4.47
H34 -4.23 4.28 -5.21
H35 -3.60 3.15 -4.02
H36 -0.47 3.18 1.49
H37 -2.05 6.55 -2.68
C29 -11.19 8.33 -0.57
C30 -10.23 7.86 0.50
O7 -10.07 6.42 0.46
C31 -9.22 5.96 -0.44
O8 -8.57 6.59 -1.22
C32 -9.13 4.43 -0.33
F7 -10.34 3.87 -0.21
F8 -8.41 4.09 0.75
F9 -8.53 3.91 -1.40
H38 -12.14 7.81 -0.49
H39 -11.36 9.40 -0.48
H40 -10.79 8.13 -1.57
H41 -10.62 8.07 1.49
H42 -9.26 8.34 0.41
C33 4.85 -8.69 3.45
C34 3.95 -8.54 2.24
O9 2.72 -7.86 2.58
C35 2.78 -6.54 2.64
O10 3.72 -5.84 2.44
C36 1.38 -5.99 2.97
F10 0.80 -6.67 3.96
F11 0.58 -6.07 1.89
F12 1.45 -4.71 3.33
H43 4.31 -9.19 4.26
H44 5.73 -9.27 3.20
H45 5.17 -7.72 3.82
H46 3.65 -9.51 1.86
H47 4.46 -8.01 1.43
C37 8.84 -4.63 3.71
C38 9.91 -5.66 4.00
O11 9.53 -6.51 5.10
C39 8.71 -7.51 4.81
O12 8.26 -7.78 3.74
C40 8.43 -8.34 6.08
F13 8.17 -7.55 7.13
F14 9.50 -9.09 6.37
F15 7.39 -9.14 5.88
H48 8.61 -4.05 4.60
H49 9.18 -3.95 2.93
H50 7.92 -5.11 3.37
H51 10.83 -5.18 4.32
H52 10.13 -6.27 3.13

Summary:
Total charge   +1
Energy relative to the best compared isomer or geometry (same formula, charge and spin)   0.0 kJ/mol

(7)
The following is a quantum chemistry calculation of the molecule C7H5FO3 in a non-equilibrium geometry, from the Open Molecules 2025 dataset.

Cartesian coordinates (Å):
C1 3.04 0.10 0.49
C2 1.87 -0.10 -0.28
C3 0.67 0.94 -0.46
C4 -0.78 0.29 -0.19
C5 -1.07 -0.96 0.41
F1 -0.21 -1.94 0.96
C6 -2.63 -1.26 0.45
O1 -3.29 -2.13 1.05
O2 -3.15 -0.23 -0.38
C7 -2.24 0.87 -0.55
O3 -2.44 2.04 -0.92
H1 3.12 1.01 1.19
H2 3.85 -0.70 0.43
H3 1.75 -1.12 -0.81
H4 0.71 1.29 -1.56
H5 0.81 1.90 0.16

Summary:
Energy relative to the best compared isomer or geometry (same formula, charge and spin)   285.3 kJ/mol
SMILES   C=CCC1=C(F)C(=O)OC1=O

(8)
The following is a quantum chemistry calculation of a structure of composition B2CsH8 in a non-equilibrium geometry, from the Open Molecules 2025 dataset.

Cartesian coordinates (Å):
Cs1 -1.30 -0.09 0.71
B1 0.21 -1.74 -0.60
H1 -0.85 -1.54 -0.64
H2 0.65 -1.46 0.35
H3 0.29 -2.81 -0.68
H4 0.66 -1.18 -1.41
B2 0.09 1.75 0.45
H5 0.27 2.06 -0.56
H6 0.52 2.46 1.14
H7 -0.98 1.81 0.60
H8 0.44 0.74 0.65

Summary:
Total charge   -1
Energy relative to the best compared isomer or geometry (same formula, charge and spin)   653.0 kJ/mol

| no. | total energy (eV) |
| --- | --- |
| 1 | -49728.8595 |
| 2 | -10812.0298 |
| 3 | -7360.5922 |
| 4 | -33264.4942 |
| 5 | -84428.4655 |
| 6 | -152097.9376 |
| 7 | -16196.7240 |
| 8 | -2022.7277 |